# 1
The following is a quantum chemistry calculation of C19H33Cl2N2O2P2Ru as an isolated structure at a distorted geometry, from the OMol25 dataset.

The calculation puts the gap between HOMO and LUMO (alpha / beta) at 7.61 / 3.19 eV. Its spin multiplicity is 5. As for the LUMO energy (alpha / beta): -0.34346 / -0.50569 Ha. Its relative energy (zero: lowest compared OMol25 entry of this formula, charge and spin) is 0.323 eV. The value obtained for the HOMO energy (alpha / beta) is -16.952 / -16.950 eV. As for the total charge: +3.

Geometry (Å):
C 3.2312 -4.2386 -5.6058
C 2.5003 -3.8385 -4.3627
H 2.6362 -3.9300 -6.4652
H 3.3679 -5.3256 -5.6372
H 4.2087 -3.7458 -5.6505
O 1.4264 -3.2905 -4.2777
Cl 3.4224 -4.2691 -2.8996
Ru 0.8593 -0.9584 -0.3496
P -0.4100 -2.7151 -0.2867
C -2.2248 -2.5626 -0.2907
C -0.0906 -4.0977 -1.4024
H -0.6578 -4.9808 -1.0810
H -0.7202 -4.4035 1.4252
H 0.9845 -4.3026 -1.4026
H 0.9043 -3.6349 1.5223
H -2.5390 -2.2368 -1.2877
H -0.3720 -3.7966 -2.4157
C -0.1645 -3.4614 1.3711
H -2.6819 -3.5315 -0.0475
H -0.5401 -2.7721 2.1356
H -2.5416 -1.8200 0.4508
P 2.0707 0.7231 -1.0699
C 1.3132 2.3431 -1.4164
C 3.1259 1.1410 0.3654
H 3.7242 -0.5013 -2.2896
H 3.9154 1.2810 -2.5262
H 2.6014 0.3846 -3.3661
C 3.2035 0.4487 -2.4519
H 3.6627 0.2407 0.6803
H 3.8259 1.9361 0.0850
H 2.0917 3.1033 -1.5722
H 0.6698 2.6415 -0.5780
H 2.4802 1.4918 1.1801
H 0.6979 2.2451 -2.3175
Cl 2.7424 -2.2569 -0.2076
C -2.4000 2.2751 3.9917
N -1.5794 1.5583 3.0436
N -1.7355 1.6388 1.6969
C -0.9353 0.6577 1.1209
O -0.8336 0.4912 -0.1361
C -0.3014 -0.0472 2.1806
C -0.8067 0.4784 3.3441
C -0.6414 0.0155 4.7259
C -2.2058 2.8094 1.0430
C -2.0668 4.0691 1.6242
C -2.4486 5.2024 0.9020
C -2.8815 5.0697 -0.4255
C -2.9559 3.8034 -1.0188
C -2.6506 2.6680 -0.2762
H -3.0725 2.9866 3.5044
H -1.7646 2.8414 4.6808
H -3.0113 1.5835 4.5858
H 0.5114 -0.7637 1.9792
H -0.1753 0.7896 5.3489
H -1.6053 -0.2842 5.1620
H 0.0118 -0.8639 4.7361
H -1.6586 4.1984 2.6253
H -2.3875 6.1840 1.3723
H -3.1530 5.9587 -0.9975
H -3.2502 3.6885 -2.0572
H -2.7259 1.6817 -0.7139

Forces on the atoms, in the same order (eV/Å):
C -0.29 0.15 -0.30
C -1.27 0.60 -0.41
H 0.03 -0.04 0.04
H 0.09 0.23 0.14
H -0.13 -0.21 0.14
O 1.64 -0.74 0.16
Cl -0.05 0.00 0.19
Ru 0.61 0.66 1.02
P -3.31 -5.19 0.40
C 0.02 0.72 -0.31
C 0.35 0.29 -0.39
H 0.07 0.29 -0.03
H 0.08 0.14 -0.13
H -0.17 -0.09 -0.04
H -0.19 -0.14 0.14
H -0.17 -0.10 0.19
H 0.05 -0.19 0.04
C 0.44 0.50 0.21
H 0.27 0.20 -0.13
H 0.07 -0.28 -0.07
H 0.00 -0.15 -0.15
P 3.26 3.76 -1.57
C -0.59 -0.21 -0.12
C -0.20 -0.39 0.22
H -0.01 0.22 -0.14
H -0.18 -0.20 0.03
H 0.25 -0.03 0.06
C -0.21 -0.25 -0.08
H 0.05 0.32 0.05
H -0.11 -0.13 -0.01
H -0.13 -0.34 0.01
H 0.20 -0.05 -0.22
H 0.23 -0.05 -0.05
H 0.08 0.21 0.10
Cl -1.31 0.93 -0.04
C -0.69 0.26 0.89
N 0.38 -0.86 0.99
N 0.04 -0.11 -1.04
C 0.23 -0.13 1.05
O 1.09 -0.77 -0.32
C -0.23 0.39 -1.22
C -0.14 0.87 -0.05
C 0.38 -0.29 0.58
C 0.60 -0.67 -0.15
C 0.49 -1.63 0.72
C -0.95 1.38 -2.05
C 0.02 0.39 0.06
C -0.38 2.38 -0.56
C 0.57 -1.41 1.74
H 0.07 -0.45 0.07
H -0.05 -0.10 -0.12
H 0.11 0.14 -0.24
H -0.82 0.29 0.90
H -0.22 -0.16 0.00
H 0.22 0.19 -0.05
H -0.14 0.23 0.05
H 0.04 -0.06 -0.34
H -0.04 -0.19 -0.16
H 0.09 -0.29 0.18
H -0.07 0.12 0.09
H -0.06 0.04 0.02

=====

# 2
The following is a quantum chemistry calculation of a single C23H29N3O2 molecule, from the OMol25 dataset.

The calculation puts the gap between HOMO and LUMO at 8.55 eV. Its spin multiplicity is 1. As for the LUMO energy: 0.01898 Ha. Its relative energy (zero: lowest compared OMol25 entry of this formula, charge and spin) is 0.945 eV. The value obtained for the HOMO energy is -8.035 eV. As for the SMILES: CCN(CC)CCNC(=O)c1ccc(NC(=O)c2ccc3c(c2)CCC3)cc1.

Geometry (Å):
C 8.0271 1.2476 0.2947
H 8.5871 2.1076 -0.0645
H 8.6728 0.6769 0.9576
H 7.1762 1.6082 0.8648
C 7.5860 0.4048 -0.9083
N 6.7719 -0.7664 -0.6443
C 5.3464 -0.5647 -0.6235
H 5.0674 -0.0182 -1.5290
C 4.7558 0.1856 0.5931
N 3.3148 0.1745 0.5560
C 2.5871 1.2733 0.2400
O 3.0924 2.3692 0.0782
C 1.1158 1.0534 0.1510
C 0.5396 -0.1474 -0.2526
C -0.8324 -0.2865 -0.3305
C -1.6617 0.7831 -0.0007
C -1.0877 1.9959 0.3846
C 0.2814 2.1278 0.4518
H 0.7335 3.0648 0.7393
H -1.7246 2.8356 0.6278
N -3.0514 0.7092 -0.0589
C -3.8483 -0.3784 -0.3021
O -3.4327 -1.5055 -0.4727
C -5.3040 -0.0575 -0.3130
C -5.8035 1.1509 -0.7915
C -7.1686 1.3952 -0.8062
C -8.0291 0.4275 -0.3271
C -7.5359 -0.7895 0.1413
C -6.1826 -1.0435 0.1399
H -5.7798 -1.9832 0.4864
C -8.6621 -1.6784 0.5774
H -8.8534 -2.4282 -0.1951
H -8.4459 -2.2043 1.5069
C -9.8477 -0.7085 0.7083
H -9.8979 -0.3341 1.7320
H -10.7990 -1.1831 0.4743
C -9.5253 0.4545 -0.2441
H -9.9478 0.2749 -1.2368
H -9.9100 1.4093 0.1144
H -7.5490 2.3314 -1.1879
H -5.1344 1.8994 -1.1929
H -3.5266 1.5752 0.1560
H -1.2699 -1.2187 -0.6459
H 1.1574 -0.9847 -0.5449
H 2.8512 -0.7119 0.6700
H 5.1004 -0.2766 1.5232
H 5.0516 1.2357 0.5723
H 4.8759 -1.5543 -0.6744
C 7.2760 -1.6814 0.3610
C 8.6071 -2.3003 -0.0574
H 9.4083 -1.5673 -0.0365
H 8.8658 -3.1083 0.6227
H 8.5272 -2.7003 -1.0644
H 7.3905 -1.2111 1.3514
H 6.5388 -2.4832 0.4617
H 8.4837 0.0658 -1.4367
H 7.0221 1.0380 -1.5964

Forces on the atoms, in the same order (eV/Å):
C -0.13 -0.20 -0.23
H 0.08 0.10 0.02
H 0.08 -0.02 0.12
H -0.05 0.07 0.11
C 0.17 0.04 0.00
N -0.06 -0.10 0.08
C -0.16 0.15 0.18
H -0.10 -0.05 0.02
C 0.32 -0.02 -0.23
N 0.05 -0.36 -0.03
C -0.01 -0.15 0.10
O 0.01 0.23 -0.04
C -0.28 0.08 -0.11
C 0.13 0.32 0.13
C -0.20 -0.19 -0.05
C 0.44 -0.12 -0.05
C -0.05 -0.11 -0.02
C 0.13 -0.10 -0.03
H 0.03 0.08 0.01
H -0.06 0.08 0.04
N -0.22 0.39 0.03
C 0.01 0.12 0.04
O 0.04 -0.10 0.02
C -0.34 -0.13 -0.05
C 0.07 -0.04 0.02
C -0.01 0.00 0.03
C 0.15 -0.08 0.05
C 0.01 0.20 -0.03
C 0.19 0.14 -0.06
H 0.06 -0.10 0.02
C -0.08 -0.13 0.06
H -0.02 -0.06 0.02
H -0.01 -0.07 -0.02
C -0.07 -0.04 -0.01
H -0.02 0.00 0.01
H -0.04 0.01 0.07
C -0.16 0.05 -0.02
H -0.05 0.04 -0.01
H -0.04 0.02 -0.06
H -0.02 0.10 -0.05
H 0.07 0.05 -0.03
H 0.01 -0.24 -0.02
H 0.00 0.00 -0.01
H 0.05 -0.07 -0.03
H -0.07 0.15 0.04
H 0.02 0.10 -0.03
H 0.03 -0.14 0.11
H -0.06 0.06 -0.04
C 0.16 -0.07 -0.14
C -0.26 0.09 0.17
H 0.15 0.06 -0.01
H 0.10 -0.06 0.06
H 0.01 -0.05 -0.11
H -0.06 -0.08 -0.01
H -0.01 0.06 0.07
H -0.02 0.15 -0.05
H 0.06 -0.03 -0.07

=====

# 3
The following is a quantum chemistry calculation of a single C5H9FN2 molecule at a distorted geometry, from the OMol25 dataset.

The calculation puts the gap between HOMO and LUMO at 10.12 eV. Its spin multiplicity is 1. As for the LUMO energy: 0.03575 Ha. Its relative energy (zero: lowest compared OMol25 entry of this formula, charge and spin) is 1.121 eV. The value obtained for the HOMO energy is -9.152 eV. As for the SMILES: N[C@H]1C[C@H]2N[C@H]2[C@@H]1F.

Geometry (Å):
C 0.3190 -0.9266 0.2604
C 0.5453 0.2982 1.1814
C -0.2251 1.4096 0.4758
C -1.2110 0.8339 -0.4014
C -1.0105 -0.6495 -0.4232
H 2.2956 -1.0062 -0.2060
H 1.2248 -1.8601 -1.2204
H 0.3549 -1.8821 0.8193
H 0.1593 0.2655 2.1834
H 1.5589 0.6122 1.2362
H -0.4305 2.3400 1.0376
H 0.5436 1.0370 -1.4264
H -2.2263 1.0702 -0.6346
H -1.0945 -1.0172 -1.4226
N 1.3942 -0.9758 -0.7325
N -0.1137 1.6118 -0.9612
F -2.0839 -1.1610 0.2344

Forces on the atoms, in the same order (eV/Å):
C 0.69 -0.23 1.32
C -0.82 0.77 -1.24
C 0.22 1.34 1.32
C -0.09 -0.81 -1.31
C 0.25 0.69 -0.30
H -0.96 -0.26 -0.90
H 0.78 0.34 -0.05
H -0.71 0.47 0.02
H -0.25 -0.60 0.47
H 1.19 -0.15 0.13
H 0.20 -0.62 -0.30
H 0.96 -0.80 -0.22
H -0.47 0.80 0.19
H 0.39 -0.53 -0.88
N 0.46 -0.24 0.16
N -0.95 0.87 0.43
F -0.89 -1.04 1.18